{"formula": "C9H10O2", "method": "ωB97M-V/def2-TZVPD", "symbols": ["H", "C", "H", "H", "H", "O", "H", "C", "H", "H", "O", "H", "H", "C", "C", "C", "C", "H", "C", "C", "C"], "positions_angstrom": [[-1.876, -0.950, 1.433], [-1.687, -1.356, -0.512], [-3.200, -0.039, 0.426], [-1.651, -0.653, -1.422], [3.516, 1.721, -0.054], [-1.760, 1.586, -0.750], [3.945, -0.653, -0.094], [-1.208, 0.887, 0.312], [0.811, 2.457, 0.288], [2.208, -2.450, 0.098], [-0.363, -1.982, -0.138], [-2.373, -2.255, -0.960], [-2.386, 2.540, -0.315], [2.677, 1.030, -0.274], [1.242, 1.442, 0.034], [1.830, -1.394, -0.078], [0.212, 0.417, 0.226], [-1.139, 1.408, 1.380], [0.463, -1.030, 0.070], [-2.117, -0.363, 0.506], [2.855, -0.364, -0.177]], "forces_ev_per_a": [[-0.69, 1.21, 0.07], [-1.22, -1.63, -3.90], [1.27, -0.68, 0.17], [1.05, -1.51, 0.51], [-0.71, -0.46, -0.80], [-2.45, 5.64, 1.26], [-1.42, -0.13, -0.37], [-0.43, -1.03, 4.57], [1.20, -0.96, -0.77], [-0.87, 1.35, -0.66], [-5.20, -0.28, -0.70], [1.52, 2.09, 1.99], [3.05, -4.71, -2.04], [-4.09, 0.15, 2.61], [0.64, -2.52, 0.42], [1.99, 1.44, 1.13], [1.85, -0.12, -2.61], [-0.89, -0.21, -2.24], [5.39, 3.99, -0.72], [-0.37, -0.87, 1.84], [0.37, -0.75, 0.24]], "homo_lumo_gap_ha": 0.3073, "de_lowest_kj_mol": 419.7, "spin_multiplicity": 1, "e_homo_ev": -8.2056}

{"formula": "C9H10OS", "method": "ωB97M-V/def2-TZVPD", "symbols": ["C", "H", "C", "H", "C", "H", "C", "H", "C", "C", "H", "O", "H", "C", "H", "H", "H", "C", "C", "H", "S"], "positions_angstrom": [[0.985, -1.758, -2.051], [1.399, -3.805, -1.395], [1.039, -2.779, -1.143], [0.661, -3.289, 0.870], [1.260, 1.980, 0.252], [1.323, -2.014, -3.074], [-1.140, 1.342, 1.163], [-0.979, 2.362, 1.574], [-0.215, 1.146, -0.005], [0.662, -2.519, 0.163], [-0.169, -1.239, 1.626], [2.352, 1.518, 0.141], [-2.114, 1.233, 0.903], [0.591, -0.507, -1.681], [-1.028, 0.555, 1.917], [0.940, 2.946, 0.854], [0.513, 0.200, -2.415], [0.182, -1.289, 0.530], [0.261, -0.243, -0.375], [-1.821, 2.353, -0.633], [-0.750, 2.228, -1.378]], "forces_ev_per_a": [[0.98, -1.33, -1.67], [-0.36, 1.06, 0.02], [0.57, -1.42, 0.71], [0.05, -1.10, 0.94], [-2.43, -0.71, 2.83], [-0.45, 0.58, 0.52], [3.03, 0.13, 1.37], [-0.17, -0.63, 0.06], [3.90, 0.74, -0.53], [-0.28, -0.04, -0.91], [0.56, 0.46, -1.97], [-0.61, 0.75, -0.54], [-3.09, -0.06, -1.16], [0.40, -1.23, 1.04], [0.50, 0.51, 0.14], [1.03, -0.88, -1.31], [-0.09, 1.94, -1.58], [0.18, 0.04, 2.19], [-2.41, 0.75, 0.46], [-1.05, 0.82, -0.48], [-0.25, -0.40, -0.12]], "homo_lumo_gap_ha": 0.3510, "de_lowest_kj_mol": 48.0, "spin_multiplicity": 1, "e_homo_ev": -8.8825, "smiles": "C[C@@](S)(C=O)c1ccccc1"}

{"formula": "C9H11BF3N2O4", "method": "ωB97M-V/def2-TZVPD", "symbols": ["N", "F", "F", "H", "H", "N", "C", "C", "O", "C", "O", "H", "B", "H", "O", "C", "C", "H", "C", "C", "H", "H", "H", "F", "H", "H", "C", "O", "C", "H"], "positions_angstrom": [[3.110, -2.688, -1.801], [-3.858, -1.424, 1.780], [-2.997, -3.007, 0.413], [-2.308, 1.722, -0.320], [-1.248, 3.270, -0.044], [2.595, 1.663, -0.509], [0.130, -0.090, -0.610], [-3.213, -1.610, 0.518], [-1.969, -0.922, 0.616], [-1.235, -0.951, -0.605], [-0.494, 2.938, 2.449], [3.844, -2.204, -1.255], [1.743, -2.274, -1.323], [3.794, -0.088, -1.097], [0.767, -3.321, -1.207], [2.744, 0.277, -0.864], [-1.463, 2.051, 1.814], [3.166, -3.697, -1.563], [1.517, -0.703, -0.945], [-0.016, 1.408, -0.214], [-1.183, 0.966, 2.099], [0.383, -3.369, -0.305], [3.386, 2.335, -0.462], [-4.095, -1.099, -0.444], [-0.149, 2.426, 3.217], [1.202, 3.350, 0.127], [-1.374, 2.145, 0.188], [-1.538, -1.567, -1.637], [1.298, 2.243, -0.175], [-2.537, 2.220, 2.159]], "forces_ev_per_a": [[-2.11, 0.25, 2.39], [1.84, -0.29, -3.28], [-0.67, 3.76, -0.32], [1.53, 0.54, 0.73], [-0.34, -1.86, 0.10], [-3.60, -1.52, 0.26], [1.68, 2.23, 1.30], [-2.10, -1.15, 1.99], [-0.54, -0.70, -2.44], [0.74, -1.31, -3.38], [-0.68, -1.40, -0.27], [-0.35, -0.44, -0.90], [1.14, -1.80, -0.48], [-1.59, 0.76, 0.35], [1.41, 2.00, 0.86], [-3.14, 0.03, 0.26], [-0.01, -1.47, -0.29], [0.26, 0.79, -0.65], [-0.54, 4.33, 1.22], [3.34, -0.75, -0.92], [-0.65, 1.64, -0.44], [0.01, 0.05, -0.96], [-0.49, -1.02, -0.14], [2.70, -1.56, 2.18], [-0.34, 0.78, -0.74], [0.63, -2.01, -0.58], [1.32, 0.40, 1.06], [0.62, 2.35, 4.22], [-1.52, -2.78, -0.68], [1.47, 0.13, -0.46]], "homo_lumo_gap_ha": 0.3035, "spin_multiplicity": 1, "e_homo_ev": -13.7357, "smiles": "NB(O)c1c[nH+]cc(CCO)c1C(=O)OC(F)(F)F", "total_charge": 1}

{"formula": "C9H11ClN2O3Re", "method": "ωB97M-V/def2-TZVPD", "symbols": ["O", "Re", "H", "H", "H", "O", "H", "H", "N", "H", "C", "H", "C", "H", "C", "H", "C", "H", "Cl", "C", "C", "N", "C", "C", "C", "O", "H"], "positions_angstrom": [[-0.311, -2.170, 2.061], [-0.004, -0.016, -0.321], [-1.630, 2.196, -2.588], [1.302, -2.337, -1.892], [1.099, -0.383, 4.726], [-0.062, 0.036, 1.780], [2.741, -0.079, -1.642], [-2.508, 0.681, -2.842], [1.090, -0.391, 3.689], [-1.180, -1.639, -2.657], [0.878, 0.960, -2.295], [-1.934, 0.710, 3.146], [1.716, -0.142, -1.943], [-1.132, 0.427, 4.687], [-0.425, 0.451, -2.650], [1.945, -0.710, 3.220], [0.008, 0.011, 3.089], [1.157, 1.994, -2.303], [-2.722, -0.940, -0.447], [0.951, -1.341, -2.081], [1.471, 0.768, 0.766], [-1.098, 0.405, 3.657], [-1.595, 1.225, -3.086], [-0.136, -1.323, 1.149], [-0.347, -0.982, -2.528], [2.300, 1.189, 1.470], [-1.572, 1.400, -4.166]], "forces_ev_per_a": [[1.10, 3.26, -5.99], [-1.07, -0.56, -9.67], [0.01, 0.02, -0.13], [0.09, -0.25, 0.02], [0.21, -0.13, -1.00], [-1.00, 1.20, 4.01], [0.41, 0.00, 0.01], [0.02, 0.06, -0.11], [0.66, 0.08, 1.46], [-0.23, -0.35, -0.25], [-1.17, -0.45, 0.06], [0.64, -0.32, 0.11], [-0.91, 0.18, 0.62], [-0.31, 0.10, -0.79], [1.24, 0.04, 0.37], [-0.77, 0.19, 0.24], [-1.39, 0.41, 1.17], [0.16, 0.37, -0.04], [2.40, 1.19, 0.57], [-0.78, 0.12, 0.05], [5.19, 3.36, 2.48], [-0.12, 0.24, 2.02], [-0.63, 0.28, 0.10], [-1.46, -7.42, 6.78], [0.41, 0.04, 0.64], [-2.80, -1.61, -2.78], [0.11, -0.07, 0.04]], "s_squared": 3.79, "homo_lumo_gap_ha": [0.2380, 0.2112], "spin_multiplicity": 4, "e_homo_ev": [-15.6213, -16.6661], "total_charge": 2}

{"formula": "C9H11ClOSi", "method": "ωB97M-V/def2-TZVPD", "symbols": ["C", "H", "C", "H", "H", "H", "Si", "H", "C", "C", "C", "H", "H", "C", "O", "H", "C", "H", "H", "C", "H", "C", "Cl"], "positions_angstrom": [[0.441, -0.083, 1.662], [1.869, -0.612, -1.610], [1.033, 1.996, 0.495], [-1.521, 1.156, -1.383], [-1.140, -2.256, -0.293], [0.307, 0.199, 3.769], [0.381, -0.384, -1.223], [1.727, 3.464, 1.727], [0.760, 1.977, 2.913], [0.488, 0.608, 2.875], [-1.005, 0.658, -2.084], [-0.683, 1.316, -2.921], [0.775, 2.322, 3.955], [1.273, 2.561, 1.765], [1.509, 2.002, -1.772], [0.227, -1.167, 1.558], [-0.290, -2.210, -0.984], [0.535, -2.767, -0.656], [-1.759, 0.122, -2.620], [0.588, 0.528, 0.415], [-0.825, -2.496, -1.971], [1.414, 2.575, -0.733], [1.890, 4.267, -0.567]], "forces_ev_per_a": [[-0.39, -0.93, -1.32], [-1.27, 0.29, -0.32], [-1.03, -4.69, 2.60], [-1.54, 2.22, 2.72], [0.37, 0.05, 0.30], [-0.80, -2.04, 3.05], [-0.28, -0.56, -0.13], [1.18, 2.84, 0.47], [0.98, -1.82, 0.68], [0.19, 2.16, -3.48], [2.71, -1.67, -3.54], [0.24, 0.02, 0.99], [0.29, 0.82, -0.80], [-2.45, -1.83, -1.38], [-0.11, 0.27, -0.52], [0.08, 0.68, 0.82], [-2.22, 2.38, -1.66], [0.85, -1.41, 0.12], [-0.46, -1.24, -0.11], [1.04, 3.18, 1.45], [1.54, 0.05, 1.32], [0.96, 0.54, -0.66], [0.15, 0.67, -0.58]], "homo_lumo_gap_ha": 0.3337, "de_lowest_kj_mol": 20.6, "spin_multiplicity": 1, "e_homo_ev": -9.5849, "smiles": "C[SiH](C)c1ccccc1C(=O)Cl"}

{"formula": "C9H11IN2", "method": "ωB97M-V/def2-TZVPD", "symbols": ["I", "C", "H", "C", "H", "H", "H", "H", "C", "N", "H", "C", "H", "C", "C", "N", "C", "H", "C", "H", "H", "C", "H"], "positions_angstrom": [[-3.690, 0.657, 0.151], [0.211, -0.435, -0.193], [-0.513, -4.076, 0.055], [-0.564, 1.743, -0.960], [2.016, 2.329, -1.053], [1.881, -3.064, 0.137], [-2.381, -2.542, 0.181], [2.263, 0.645, -1.111], [0.426, 1.044, -0.103], [1.183, -1.209, -0.101], [0.938, 2.216, 1.796], [0.258, 1.408, 1.479], [2.399, 1.552, 0.317], [-1.190, -0.843, -0.325], [0.959, -2.511, 0.027], [-1.960, 0.056, -0.888], [1.797, 1.391, -0.550], [-0.737, 1.999, 1.569], [-0.320, -3.055, 0.178], [0.233, 0.514, 2.012], [-0.649, 1.769, -2.067], [-1.416, -2.134, -0.063], [-1.142, 2.545, -0.488]], "forces_ev_per_a": [[0.42, -0.32, -0.20], [-3.28, 1.34, -0.71], [-0.12, -1.44, 0.67], [-3.17, -2.10, 0.20], [-0.95, 0.33, -0.42], [-0.17, -0.58, -0.17], [-0.61, 0.12, -0.69], [0.59, -1.32, -0.94], [-0.62, 1.35, 0.86], [2.32, -1.21, 0.51], [0.35, -0.96, -0.05], [-2.26, 3.42, -2.83], [0.65, -0.43, 0.73], [3.46, 0.53, 0.51], [-0.50, -1.73, 0.72], [-1.16, 4.62, -0.89], [1.69, 1.57, 0.41], [1.15, -1.52, 0.10], [0.42, 3.50, -1.84], [0.22, -1.13, 1.33], [0.89, -0.23, 0.91], [0.57, -3.51, 2.00], [0.12, -0.26, -0.19]], "homo_lumo_gap_ha": [0.2751, 0.2751], "de_lowest_kj_mol": 255.1, "spin_multiplicity": 1, "e_homo_ev": [-7.9540, -7.9535]}

For each record above, in turn, the calculated max |F| values are 0.1312, 0.0778, 0.0948, 0.1976, 0.1061, 0.0968 hartree/bohr.
For each record above, in turn, the calculated calculated total energy values are -499.27195, -822.30612, -1084.17458, -1222.45606, -1174.43108, -756.59699 hartree.